{
  "formula": "C19H26Cl5KN9OSSe4",
  "method": "ωB97M-V/def2-TZVPD",
  "symbols": ["K", "Se", "Se", "Se", "Se", "N", "C", "C", "C", "N", "C", "C", "N", "C", "H", "H", "H", "H", "H", "H", "H", "H", "H", "H", "H", "H", "H", "H", "H", "H", "N", "C", "C", "N", "C", "C", "N", "C", "C", "N", "H", "H", "H", "H", "H", "H", "Cl", "C", "C", "Cl", "C", "Cl", "C", "O", "C", "Cl", "C", "Cl", "N", "C", "N", "S", "H", "H", "H", "H"],
  "coordinates": [[0.95265, -1.54958, -0.48335], [3.48185, -0.37096, 2.76240], [5.17117, -0.73000, 1.14797], [4.20910, -0.62510, -0.99144], [4.32897, 1.54685, -1.93312], [-0.04534, 2.23937, -0.56815], [-0.03031, 3.61182, -0.07054], [-0.65811, 3.71531, 1.32545], [0.17868, 3.11196, 2.45747], [0.20311, 1.67262, 2.33431], [1.61547, 3.64361, 2.40601], [2.26456, 3.49618, 1.02875], [2.51416, 2.06410, 0.69992], [1.40700, 4.13471, -0.05864], [-0.87150, 1.72652, -0.28040], [1.60968, 1.63553, 0.46210], [0.05189, 2.19481, -1.57373], [-0.60991, 4.27977, -0.72436], [-1.64225, 3.23449, 1.31415], [-0.83114, 4.77339, 1.54264], [-0.26462, 3.45826, 3.40533], [-0.68469, 1.21375, 2.18610], [0.74358, 1.18378, 3.03539], [2.22248, 3.13279, 3.15980], [1.61586, 4.70692, 2.66294], [3.24644, 3.97247, 1.03281], [2.91580, 1.51722, 1.49027], [3.14205, 1.99435, -0.13687], [1.86892, 3.96826, -1.03640], [1.40006, 5.21520, 0.11522], [-1.78070, -3.12333, 1.78073], [-0.68210, -3.46212, 2.53006], [0.09456, -2.34346, 2.56816], [-0.49888, -1.33673, 1.84100], [-1.61927, -1.83107, 1.37977], [-2.56033, -1.11271, 0.53507], [-2.66293, 0.19182, 0.43889], [-3.65494, 0.40866, -0.49117], [-4.14457, -0.77821, -0.94946], [-3.44962, -1.74955, -0.27241], [-2.53628, -3.73858, 1.53580], [-0.53217, -4.45391, 2.91629], [1.06881, -2.18837, 3.00550], [-3.95506, 1.40435, -0.77360], [-4.88289, -1.02256, -1.69362], [-3.35999, -2.70145, -0.60049], [-4.12032, 0.36549, -5.95958], [-3.12582, -0.48113, -4.82735], [-1.90251, 0.05173, -4.41017], [-1.38303, 1.56739, -5.05241], [-1.11776, -0.61470, -3.48616], [0.41180, 0.04776, -3.01597], [-1.51854, -1.83879, -2.86725], [-0.87353, -2.38665, -1.93299], [-2.73483, -2.38288, -3.38857], [-3.23399, -3.90980, -2.74384], [-3.51689, -1.71463, -4.31573], [-5.02721, -2.39914, -4.81225], [2.88143, -3.94714, -0.37398], [2.72748, -4.42363, 0.88787], [3.35765, -3.76380, 1.85679], [1.75169, -5.76300, 1.18413], [3.61315, -3.29388, -0.61984], [2.48569, -4.52662, -1.09447], [3.81062, -2.86693, 1.71009], [3.16568, -4.05085, 2.79916]],
  "charge": -1
}

=====

{
  "formula": "C19H26ClN2O3",
  "method": "ωB97M-V/def2-TZVPD",
  "symbols": ["C", "C", "C", "C", "C", "C", "C", "N", "H", "C", "C", "N", "C", "C", "H", "H", "H", "H", "C", "H", "H", "C", "C", "O", "C", "C", "C", "C", "C", "O", "H", "H", "H", "H", "H", "H", "H", "O", "H", "H", "H", "H", "H", "H", "H", "Cl", "H", "H", "H", "H", "H"],
  "coordinates": [[0.88606, -2.08337, 1.32320], [0.11693, -1.91830, 2.59711], [0.31282, -2.81486, 3.64612], [-0.36642, -2.70726, 4.84232], [-1.27703, -1.67406, 5.01837], [-1.49505, -0.76743, 3.99253], [-0.80434, -0.89191, 2.79483], [-1.07467, 0.09343, 1.74236], [-0.44351, -0.07245, 0.91836], [-2.46993, -0.00666, 1.23232], [-2.89642, 1.32722, 0.56514], [-1.81138, 2.07302, -0.00085], [-0.77244, 2.40791, 0.95772], [-0.78550, 1.48015, 2.18033], [-1.54696, 1.79098, 2.89557], [0.18445, 1.49671, 2.67886], [-0.92016, 3.43780, 1.30846], [0.19975, 2.35630, 0.46599], [-1.40874, 1.79153, -1.35425], [-0.66946, 2.54370, -1.63605], [-2.27927, 1.91856, -2.00206], [-0.81894, 0.39271, -1.61753], [-0.23636, 0.27522, -3.02725], [0.44426, -0.96419, -3.04789], [1.43553, -1.08192, -4.05776], [2.57233, -0.13286, -3.85152], [3.12709, 0.81393, -4.66051], [4.18037, 1.40264, -3.91715], [4.17972, 0.77891, -2.71050], [3.20957, -0.15189, -2.65499], [4.79245, 0.89822, -1.83953], [4.83878, 2.18048, -4.24255], [2.83223, 1.05532, -5.66076], [1.00112, -0.91715, -5.05015], [1.77732, -2.11804, -3.97955], [-1.02841, 0.30403, -3.78450], [0.46434, 1.10018, -3.21381], [0.21685, 0.12286, -0.68074], [0.84587, -0.45238, -1.15069], [-1.59701, -0.37840, -1.51108], [-3.38008, 1.96283, 1.31372], [-3.63250, 1.11971, -0.21137], [-3.13921, -0.23087, 2.06369], [-2.51265, -0.84133, 0.53200], [-2.20558, 0.02757, 4.15058], [-2.14069, -1.50474, 6.49644], [-0.19393, -3.41630, 5.63522], [1.01980, -3.61916, 3.51565], [1.49516, -1.20547, 1.11235], [1.55259, -2.93679, 1.40413], [0.22121, -2.26415, 0.47967]],
  "charge": 1,
  "smiles": "Cc1ccc(Cl)cc1[NH+]1CCN(C[C@H](O)COCc2ccco2)CC1",
  "relative_energy_ev": 0.189
}

=====

Values for DFT total energy, Ha, ordered as above
-14212.78125 -1534.76660
Values for E_HOMO, eV, ordered as above
-4.3 -11.2
Values for strongest force on any atom, hartree/bohr, ordered as above
0.0118 0.0187